(1)
Formula: HIS
Source: the Open Molecules 2025 dataset
Level of theory: ωB97M-V/def2-TZVPD

Computed properties:
LUMO energy (alpha / beta)	-4.5 / -4.5	eV
frontier orbital gap (alpha / beta)	4.6 / 4.5	eV

Structure (XYZ):
```
3
Properties=species:S:1:pos:R:3:forces:R:3:mulliken_charge:R:1
S 0.3346 0.7928 -0.9621 -1.228 3.563 -1.772 -0.112
I -2.4073 3.3310 -0.5806 0.860 -0.939 -0.006 -0.022
H 0.6336 -0.2694 -0.3725 0.368 -2.624 1.778 0.134
```
Forces are in eV/Å.

---

(2)
Formula: C4H7N4O
Source: the Open Molecules 2025 dataset
Level of theory: ωB97M-V/def2-TZVPD

Computed properties:
net charge	+1
structure (SMILES)	CC/[N+](N=C=N)=N/C=O
LUMO energy	-6.4	eV
frontier orbital gap	8.6	eV

Structure (XYZ):
```
16
Properties=species:S:1:pos:R:3:forces:R:3:mulliken_charge:R:1
C -2.1305 1.3862 0.0706 0.718 -1.453 0.110 0.487
C -1.2071 -1.8570 0.2342 -0.464 0.890 1.871 -0.016
C 2.3597 -0.3679 -0.1362 -1.656 -1.781 -1.887 -1.456
C 1.3635 0.7824 -0.2102 4.593 0.248 0.438 -0.019
N -3.2792 1.1791 0.1411 -3.864 2.317 -0.254 -0.296
N -0.9127 1.4831 0.1503 4.449 -1.286 0.419 -0.615
N -0.3184 -0.8537 -0.1329 3.091 1.492 -0.006 -0.321
N 0.0780 0.2727 0.0048 -6.562 1.825 -0.471 0.957
O -1.9814 -2.3894 -0.4309 -1.652 -1.358 -2.283 -0.289
H -1.0826 -2.0523 1.2845 0.540 -0.087 0.964 0.370
H 3.2920 -0.1410 -0.4864 2.393 1.371 -0.888 0.427
H 2.5004 -0.7478 0.7962 0.265 -0.359 3.284 0.480
H 2.2027 -1.3547 -0.6379 -0.878 1.114 -0.493 0.358
H 1.4151 1.2572 -1.2026 -0.462 0.049 0.414 0.316
H 1.7812 1.5311 0.5886 -1.829 -1.063 -1.361 0.258
H -4.0806 1.8719 -0.0330 1.319 -1.918 0.142 0.359
```
Forces are in eV/Å.

---

(3)
Formula: CH25O12
Source: the Open Molecules 2025 dataset
Level of theory: ωB97M-V/def2-TZVPD

Computed properties:
net charge	-1
LUMO energy	3.0	eV
frontier orbital gap	9.1	eV

Structure (XYZ):
```
38
Properties=species:S:1:pos:R:3:forces:R:3:mulliken_charge:R:1
C -3.8517 25.1872 -15.7285 1.015 0.043 -0.595 -0.688
O -3.6857 24.6751 -14.4740 0.263 -1.277 0.564 -0.047
H -3.0788 25.9634 -15.9015 -0.445 -0.108 -0.598 0.226
H -4.8079 25.6243 -15.7624 -1.462 1.430 -0.422 0.506
H -3.8569 24.4846 -16.6040 0.420 0.108 0.567 -0.068
O -2.8647 23.5174 -19.3993 -1.444 -0.565 -0.365 -0.706
H -3.0344 23.2391 -20.3133 0.291 0.245 0.379 0.294
H -3.7216 23.2799 -18.9478 0.844 -0.032 -0.115 0.419
O -0.0887 26.5927 -14.8724 0.589 1.291 0.456 -0.685
H 0.2932 27.0060 -14.0695 -0.305 -0.502 -0.737 0.280
H -0.6127 25.8569 -14.5424 -0.056 -0.855 0.306 0.400
O -3.9375 23.3922 -11.6811 0.430 0.296 0.490 -0.581
H -3.4843 23.9819 -12.3087 -0.390 -0.297 0.076 0.219
H -3.7642 23.7604 -10.7979 -0.090 -0.128 -0.570 0.261
O -2.2187 22.4101 -16.2666 0.867 0.270 0.259 -0.614
H -2.6366 23.1700 -15.7977 0.850 -0.635 -0.285 0.194
H -1.2332 22.5513 -16.2792 -1.719 0.234 0.188 0.305
O -1.3657 25.0170 -17.7225 1.591 -0.339 0.189 -0.555
H -2.0385 24.4267 -18.0414 -0.435 -0.393 -0.499 0.354
H -1.7832 25.8240 -17.4869 -0.542 0.940 0.304 0.314
O -5.1215 22.5963 -17.9621 -0.209 0.235 -0.031 -0.732
H -5.0421 21.7245 -17.5752 0.261 -0.448 -0.015 0.322
H -5.3324 23.0936 -17.1624 -0.176 0.128 0.080 0.290
O -5.5281 25.9137 -12.8464 -0.751 0.186 -0.062 -0.763
H -5.1145 25.3492 -13.5180 0.381 -0.307 -0.115 0.344
H -4.7784 26.1515 -12.3077 0.276 0.251 0.243 0.298
O -2.7427 27.4143 -13.7507 -1.550 1.259 1.631 -0.703
H -1.9028 27.4701 -14.1291 2.222 0.195 -1.097 0.401
H -3.0975 26.6098 -14.0847 -0.746 -1.437 -0.260 0.122
O -7.0839 24.2138 -15.9198 -0.147 -0.094 -0.558 -0.679
H -6.2729 24.7068 -16.0734 -0.047 0.146 0.165 0.267
H -7.4215 24.5387 -15.0866 0.057 0.068 0.382 0.345
O -1.2578 24.3373 -13.5888 1.978 -0.291 -0.137 -0.795
H -1.2389 24.6493 -12.6907 -0.309 0.153 0.404 0.321
H -2.1519 24.3784 -13.9473 -1.613 0.274 -0.269 0.275
O -4.9892 22.2385 -14.7570 -0.380 1.276 -0.314 -0.666
H -4.2313 21.6763 -14.7259 0.848 -0.698 0.056 0.312
H -4.5743 23.1477 -14.6563 -0.371 -0.620 0.308 0.212
```
Forces are in eV/Å.

---

(4)
Formula: C46H28F6FeN5O4S2
Source: the Open Molecules 2025 dataset
Level of theory: ωB97M-V/def2-TZVPD

Computed properties:
LUMO energy (alpha / beta)	-1.5 / -2.4	eV
spin multiplicity	6
frontier orbital gap (alpha / beta)	5.7 / 5.2	eV

Structure (XYZ):
```
92
Properties=species:S:1:pos:R:3:forces:R:3:mulliken_charge:R:1
Fe -0.0720 0.0205 0.2017 0.009 -0.463 -0.818 0.712
C -4.4393 -6.3776 0.8046 0.015 0.024 0.003 -0.453
C -3.7383 -5.8121 1.8624 -0.006 0.000 -0.030 -0.807
C -2.9402 -4.6968 1.6516 -0.047 0.056 0.057 -0.240
C -2.8452 -4.1253 0.3835 0.042 -0.030 0.013 -0.504
C -3.5581 -4.6941 -0.6713 0.026 -0.043 -0.015 -0.185
C -4.3452 -5.8175 -0.4634 -0.003 0.003 0.042 -0.854
C -1.9716 -2.9440 0.1485 -0.083 0.006 0.078 1.784
C -0.6120 -3.0721 0.4559 -0.186 -0.080 -0.158 0.352
C 0.0204 -4.3244 0.7843 -0.142 -0.024 -0.011 -1.615
C 1.3385 -4.0720 0.9031 0.083 0.042 0.010 -1.544
C 1.5119 -2.6625 0.6610 0.198 -0.005 0.001 0.423
C 2.7524 -2.0294 0.6305 0.143 -0.059 0.022 1.694
C 3.9542 -2.8622 0.9373 -0.005 0.017 -0.062 -0.713
C 4.1318 -3.4226 2.1980 0.001 0.054 0.123 -0.065
C 5.2353 -4.2217 2.4647 0.003 -0.005 0.007 -0.848
C 6.1676 -4.4793 1.4697 0.002 0.015 -0.055 -0.397
C 5.9984 -3.9253 0.2060 -0.060 0.044 0.016 -0.885
C 4.9008 -3.1164 -0.0581 -0.042 -0.030 0.074 -0.055
C 2.9698 -0.7019 0.2446 0.083 -0.167 0.003 0.462
N 2.0208 0.1380 -0.2555 -0.050 0.102 0.382 0.146
C 2.6891 1.2811 -0.5895 0.032 0.092 -0.191 0.819
C 2.1174 2.3688 -1.2535 0.081 0.089 0.040 1.171
C 3.0188 3.4990 -1.6228 -0.040 -0.066 -0.019 -0.874
C 3.3299 3.7360 -2.9593 0.038 0.034 0.008 0.025
C 4.1863 4.7714 -3.3068 -0.002 0.008 0.029 -0.872
C 4.7313 5.5846 -2.3210 -0.029 -0.022 -0.004 -0.379
C 4.4179 5.3565 -0.9878 0.015 -0.002 -0.015 -0.855
C 3.5695 4.3145 -0.6402 -0.009 0.067 0.061 -0.018
C 0.7743 2.4651 -1.6165 0.198 0.107 -0.039 0.827
C 0.1942 3.6186 -2.2516 0.169 -0.050 0.051 -1.450
C -1.1287 3.3697 -2.3649 -0.150 -0.062 -0.005 -1.487
C -1.3457 2.0626 -1.8081 -0.245 -0.064 -0.052 0.365
N -0.1787 1.5208 -1.3628 -0.146 0.104 0.462 -0.275
C -2.6063 1.4545 -1.7143 -0.094 0.122 -0.006 1.718
C -2.8441 0.1763 -1.2287 0.019 0.162 -0.258 0.627
C -4.1599 -0.3956 -1.0867 -0.006 0.083 -0.028 -1.225
C -3.9842 -1.6227 -0.5604 0.074 -0.085 0.071 -1.562
C -2.5587 -1.7949 -0.3936 0.044 -0.267 0.036 0.484
N -1.8785 -0.6969 -0.8184 -0.091 -0.006 0.363 -0.528
C -3.7931 2.2646 -2.1243 0.063 -0.009 0.028 -0.966
C -4.1000 2.4472 -3.4689 -0.020 0.013 -0.017 0.092
C -5.2032 3.2069 -3.8357 0.002 0.007 0.043 -0.857
C -6.0026 3.7897 -2.8604 0.016 -0.020 0.003 -0.405
C -5.6984 3.6076 -1.5171 0.006 -0.006 -0.008 -0.950
C -4.5976 2.8459 -1.1477 -0.017 0.036 -0.010 0.203
C 4.0894 1.1622 -0.2769 -0.082 0.149 -0.052 -1.515
C 4.2626 -0.0705 0.2469 0.008 -0.076 0.093 -1.562
N 0.3106 -2.0720 0.3856 -0.098 0.165 0.254 0.480
H -5.0584 -7.2516 0.9687 0.029 0.038 -0.012 0.392
H -3.8126 -6.2391 2.8553 -0.002 0.017 -0.039 0.405
H -2.3976 -4.2490 2.4778 -0.026 -0.033 -0.055 0.556
H -3.4780 -4.2602 -1.6620 -0.002 -0.023 0.050 0.493
H -4.8837 -6.2573 -1.2938 0.012 0.013 0.027 0.391
H -0.4763 -5.2776 0.8722 0.006 0.082 -0.036 0.522
H 2.1250 -4.7808 1.1059 -0.014 0.076 -0.024 0.496
H 3.4057 -3.2190 2.9783 0.026 -0.020 -0.057 0.500
H 5.3652 -4.6434 3.4541 -0.006 0.013 -0.037 0.403
H 7.0236 -5.1107 1.6770 -0.038 0.039 -0.012 0.391
H 6.7202 -4.1222 -0.5782 -0.033 0.000 0.046 0.390
H 4.7622 -2.6851 -1.0439 0.015 -0.036 0.059 0.492
H 2.9013 3.1006 -3.7251 0.014 -0.003 0.007 0.486
H 4.4301 4.9410 -4.3486 -0.014 0.001 0.036 0.394
H 5.3957 6.3959 -2.5908 -0.009 -0.022 0.000 0.398
H 4.8362 5.9890 -0.2144 -0.019 -0.014 -0.028 0.403
H 3.3202 4.1372 0.3998 0.015 -0.011 -0.020 0.499
H 0.7299 4.5070 -2.5454 -0.009 -0.048 0.001 0.554
H -1.8931 4.0082 -2.7799 0.038 -0.050 0.037 0.532
H -5.0887 0.0930 -1.3382 0.085 -0.024 -0.004 0.542
H -4.7406 -2.3352 -0.2726 0.055 0.016 -0.046 0.580
H -3.4724 1.9894 -4.2263 -0.034 0.026 0.037 0.485
H -5.4379 3.3437 -4.8840 0.002 -0.006 0.018 0.399
H -6.8625 4.3836 -3.1470 0.042 -0.027 0.014 0.378
H -6.3185 4.0594 -0.7519 0.028 -0.018 -0.035 0.428
H -4.3561 2.7016 -0.0992 -0.017 0.007 -0.049 0.490
H 4.8371 1.9212 -0.4457 -0.056 -0.046 -0.015 0.531
H 5.1785 -0.5101 0.6119 -0.099 0.011 -0.056 0.600
F 1.4004 2.3608 4.3071 0.064 0.081 0.039 -0.197
C 1.1435 1.1387 4.7602 -0.125 0.016 -0.072 0.579
F 0.6226 1.2149 5.9749 0.033 0.048 0.110 -0.207
F 2.2701 0.4403 4.8048 0.235 -0.040 0.053 -0.193
S -0.0145 0.2827 3.6329 -0.589 -0.053 -0.075 1.155
O 0.6436 0.3902 2.3345 0.203 -0.210 -0.222 -0.193
O -0.2160 -1.0228 4.1735 0.086 0.111 -0.046 -0.758
N -1.2844 1.2295 3.7707 0.304 -0.156 -0.072 -0.857
S -2.0478 1.6653 2.4738 -0.178 -0.367 0.314 1.370
O -3.3575 2.1493 2.7585 0.060 -0.197 0.026 -0.675
O -1.8958 0.6698 1.4146 0.050 0.492 -0.174 -0.542
C -1.1797 3.1728 1.8789 -0.169 -0.138 -0.051 0.535
F -0.8838 3.9493 2.9100 0.000 0.207 -0.037 -0.251
F -0.0554 2.8620 1.2344 0.177 0.122 -0.049 -0.102
F -1.9913 3.8156 1.0434 0.144 0.163 -0.070 -0.232
```
Forces are in eV/Å.

---

(5)
Formula: C10H16
Source: the Open Molecules 2025 dataset
Level of theory: ωB97M-V/def2-TZVPD

Computed properties:
structure (SMILES)	Cc1ccccc1.CCC
LUMO energy	1.0	eV
frontier orbital gap	10.1	eV

Structure (XYZ):
```
26
Properties=species:S:1:pos:R:3:forces:R:3:mulliken_charge:R:1
C -0.1017 1.5262 -2.1863 0.988 0.059 -0.056 -1.595
C -0.0990 -2.6199 -1.0621 -0.169 0.547 -0.640 -0.611
C -1.2878 -1.8932 -1.0734 -0.060 -0.923 0.319 -0.318
C 1.0769 -1.9477 -1.3559 0.463 -0.070 -0.180 -0.371
C -1.3336 -0.5630 -1.4580 0.015 -0.756 -0.427 -0.616
C 1.0677 -0.5746 -1.5680 -0.519 -0.651 -0.678 -0.631
C -0.1503 0.0672 -1.7942 0.608 1.425 1.227 1.061
H -0.1696 -3.6939 -0.9663 0.297 -0.023 0.243 0.443
H -2.1546 -2.4904 -0.8036 -0.306 0.528 -0.148 0.359
H 2.0173 -2.4529 -1.5562 -0.058 -0.218 0.625 0.372
H -2.2818 -0.0696 -1.5946 -0.131 0.191 0.128 0.404
H 2.0157 -0.0572 -1.6585 -0.118 0.116 -0.276 0.370
H 0.8101 1.9871 -1.7880 0.001 -0.201 0.110 0.365
H -0.8955 2.1589 -1.8003 -0.438 -0.246 -0.354 0.383
H 0.0548 1.5994 -3.2665 -0.570 0.226 -0.014 0.379
C 0.0629 0.4519 1.6912 -1.147 1.274 0.936 0.596
C -0.1894 1.9775 1.7109 0.047 -0.002 -0.369 -1.142
C 0.4992 -0.0957 3.0480 1.081 -0.319 -1.122 -1.428
H -0.9167 0.0241 1.4735 0.257 -0.381 -0.497 0.163
H 0.7535 0.2814 0.8772 0.221 -0.650 0.139 -0.102
H 0.0307 2.3811 0.7191 -0.156 0.102 0.018 0.223
H 1.3918 0.4287 3.3654 0.235 0.233 0.285 0.359
H -0.2319 -0.0382 3.8386 -0.403 0.021 0.053 0.345
H 0.8233 -1.1236 2.8780 -0.222 -0.206 0.403 0.358
H -1.2355 2.2023 1.9247 0.078 0.102 0.157 0.271
H 0.4435 2.5341 2.4055 0.006 -0.179 0.118 0.364
```
Forces are in eV/Å.

---

(6)
Formula: CH2N2O2
Source: the Open Molecules 2025 dataset
Level of theory: ωB97M-V/def2-TZVPD

Computed properties:
structure (SMILES)	C=N[N+](=O)[O-]
LUMO energy	-0.5	eV
frontier orbital gap	10.4	eV

Structure (XYZ):
```
7
Properties=species:S:1:pos:R:3:forces:R:3:mulliken_charge:R:1
C 0.1599 0.2651 -0.0519 0.944 -0.938 -4.825 -0.139
N 1.4301 0.3314 -0.2705 -3.231 2.466 4.180 -0.349
N 2.1111 -0.1275 -1.3370 1.829 -1.362 1.035 1.023
O 1.9904 0.3198 -2.4225 -1.224 0.981 -1.903 -0.513
O 3.0055 -0.8552 -0.9672 0.335 -1.079 -0.298 -0.533
H -0.5337 0.7171 0.6587 1.346 0.019 0.702 0.287
H -0.3852 -0.1406 -0.9548 0.001 -0.087 1.110 0.224
```
Forces are in eV/Å.